# C4H10O

An isolated molecule of C4H10O (ωB97M-V with the def2-TZVPD basis set, the OMol25 dataset).

Gap between HOMO and LUMO ... 9.1 eV
SMILES ... COC(C)C
Energy above the lowest of the compared OMol25 structures with the same formula, charge and spin ... 4.2842 eV
Spin multiplicity ... 1

Atoms and positions in Å:
C -0.6134 -1.6339 -0.3616
O -0.3199 -0.3214 -0.6492
C 0.1479 0.4911 0.4733
C 1.6458 0.0981 -0.5093
C -0.9481 1.6144 0.6075
H -0.9074 -2.1382 -1.2878
H -1.4467 -1.6150 0.3350
H 0.2168 -2.2071 0.0897
H 0.1074 -0.0522 1.4535
H 1.8021 0.9566 -1.1456
H 1.7622 -0.8165 -1.1990
H 2.3396 -0.0239 0.2880
H -0.8784 2.2085 1.5283
H -1.9607 1.1443 0.6233
H -0.9473 2.2951 -0.2460

# C22H25N2OPRbSbSe4

A structure of composition C22H25N2OPRbSbSe4 (ωB97M-V with the def2-TZVPD basis set, the OMol25 dataset).

Charge ... -2
Gap between HOMO and LUMO ... 3.3 eV
Spin multiplicity ... 1

Atoms and positions in Å:
Rb 1.1040 0.4037 -0.1388
C 3.1627 -1.7476 3.2238
C 3.5424 -0.5183 2.4476
C 4.2980 -0.6225 1.2844
C 4.6428 0.5062 0.5607
C 4.2330 1.7606 0.9852
C 3.4687 1.8747 2.1356
C 3.1298 0.7428 2.8623
H 2.2646 -2.1886 2.7887
H 2.9618 -1.5053 4.2672
H 3.9609 -2.4869 3.1829
H 4.6107 -1.5951 0.9293
H 5.2276 0.4043 -0.3410
H 4.5052 2.6396 0.4175
H 3.1531 2.8532 2.4806
H 2.5467 0.8428 3.7729
C -2.4347 2.0289 -3.0421
C -1.2585 1.8878 -2.2903
N -1.2531 1.7453 -0.9841
C -2.4178 1.7092 -0.3292
C -3.6696 1.8331 -0.9895
C -3.6384 2.0180 -2.3888
C -4.8688 1.7718 -0.2457
C -4.8477 1.6009 1.1134
C -3.6256 1.5029 1.8144
C -3.5518 1.3787 3.2195
C -2.3174 1.3172 3.8238
C -1.1750 1.3659 3.0291
N -1.2085 1.4728 1.7120
C -2.3954 1.5551 1.1061
H -2.3729 2.1485 -4.1122
H -0.2934 1.9027 -2.7824
H -4.5713 2.1544 -2.9226
H -5.8141 1.8731 -0.7639
H -5.7707 1.5437 1.6770
H -4.4579 1.3388 3.8094
H -2.2310 1.2433 4.8992
H -0.1900 1.3156 3.4765
C -0.0959 -1.8482 -2.5966
P -0.3908 -2.5671 -0.9693
C -2.2109 -2.6803 -0.7580
C 0.2067 -4.2900 -1.1123
O 0.1950 -1.8764 0.1974
H -0.6130 -2.3981 -3.3790
H 0.9794 -1.9082 -2.7849
H -0.4117 -0.8034 -2.6389
H -2.6974 -3.1570 -1.6021
H -2.5719 -1.6582 -0.6440
H -2.4103 -3.2322 0.1600
H -0.3204 -4.8397 -1.8861
H 0.0951 -4.7914 -0.1521
H 1.2653 -4.2254 -1.3635
Se 3.1604 2.4903 -2.5899
Sb 3.3241 0.4413 -4.0449
Se 3.7953 -1.5983 -2.6219
Se 5.1370 0.7552 -5.7142
Se 1.1157 0.1159 -5.1880

# H36O22P

A structure of composition H36O22P (ωB97M-V with the def2-TZVPD basis set, the OMol25 dataset).

Charge ... -3
Gap between HOMO and LUMO ... 8.1 eV
Energy above the lowest of the compared OMol25 structures with the same formula, charge and spin ... 5.2650 eV
Spin multiplicity ... 1

Atoms and positions in Å:
P -0.0977 -0.0706 -0.3095
O 0.0691 1.3803 -0.0960
O -0.2279 -0.5820 1.1283
O 1.0474 -0.7593 -0.8541
O -1.3930 -0.3976 -0.8896
O -2.5607 0.0495 -3.1167
H -3.1519 0.8390 -3.0546
H -2.2062 -0.0716 -2.2459
O 2.6370 0.4552 -2.4550
H 2.1973 1.3168 -2.2748
H 2.1231 -0.0764 -1.7766
O 2.0380 -2.9793 -1.0490
H 2.8445 -2.6660 -1.4574
H 1.5562 -2.1227 -0.8475
O -1.9156 1.0823 2.3685
H -2.4246 1.1331 1.6205
H -1.2868 0.3882 2.1256
O 1.0965 2.5300 -1.9765
H 0.7683 2.0968 -1.1659
H 0.4829 2.4417 -2.6696
O -0.2627 3.2471 1.5736
H -0.8144 2.6600 2.1270
H -0.0631 2.5819 0.9152
O -1.3630 3.3321 -0.9911
H -0.7920 2.6517 -0.5874
H -2.1178 2.7938 -1.2232
O -1.5629 -1.7670 2.8798
H -1.4370 -2.6932 2.9548
H -1.0291 -1.3841 2.1336
O 1.4213 -2.7156 3.4353
H 0.8351 -2.9943 2.7172
H 1.4289 -1.7724 3.2139
O 2.3049 1.9403 0.7217
H 2.7111 1.0848 0.6431
H 1.3340 1.8714 0.4014
O 0.6580 -1.5464 -3.2687
H -0.2616 -1.8025 -3.3229
H 0.7520 -1.2735 -2.3404
O -1.5595 -2.8859 -2.0978
H -1.6362 -1.9961 -1.7451
H -2.0455 -3.5533 -1.6227
O 1.6841 4.7043 -0.1193
H 1.6234 3.8702 -0.4313
H 1.0029 4.7196 0.5442
O 0.2386 -3.0658 1.0711
H 0.1980 -2.0818 1.1453
H 0.9231 -3.1108 0.3820
O 1.3351 -0.0267 2.7380
H 0.6257 -0.2127 1.9989
H 1.9963 0.4548 2.2838
O -3.1320 1.1648 0.0694
H -3.9993 0.9224 -0.0874
H -2.5245 0.5463 -0.3643
O 3.4064 -0.4873 0.4010
H 3.5246 -1.1293 1.1751
H 2.5377 -0.7621 -0.0069
O -2.9051 -1.9477 0.5252
H -2.3610 -1.4076 -0.1213
H -2.2701 -1.9166 1.2749

# C58H49O5P2PdS2

A structure of composition C58H49O5P2PdS2 (ωB97M-V with the def2-TZVPD basis set, the OMol25 dataset).

Charge ... +1
Gap between HOMO and LUMO ... 7.4 eV
Energy above the lowest of the compared OMol25 structures with the same formula, charge and spin ... 0.0000 eV
Spin multiplicity ... 1

Atoms and positions in Å:
Pd -0.2042 -0.4041 -0.9098
O -0.9196 2.1051 -2.5409
S -0.2357 1.7640 -1.2829
C 1.2903 2.6813 -1.2434
C 1.0868 3.9944 -1.6177
C 2.0863 4.9775 -1.5333
C 3.3006 4.6088 -1.0256
C 4.5465 5.4139 -0.7541
C 5.5903 4.3773 -0.2626
C 4.8580 3.0589 -0.2707
C 5.2803 1.7966 0.0223
C 4.3704 0.7358 -0.1610
C 3.0630 0.9098 -0.5650
P 2.1104 -0.5544 -1.0074
C 2.4394 -0.7992 -2.7810
C 3.2195 0.0947 -3.5093
C 3.3589 -0.0542 -4.8831
C 2.7269 -1.0960 -5.5422
C 1.9474 -1.9944 -4.8235
C 1.7945 -1.8386 -3.4568
C 2.9011 -1.9204 -0.1197
C 3.4695 -3.0064 -0.7780
C 4.0541 -4.0333 -0.0463
C 4.0773 -3.9727 1.3387
C 3.5263 -2.8781 1.9965
C 2.9393 -1.8529 1.2753
C 2.5759 2.2305 -0.8179
C 3.5284 3.2588 -0.6964
C -1.1593 2.5061 0.0355
C -0.5700 3.3652 0.9312
C -1.3148 4.0839 1.8862
C -2.6706 3.9324 1.8977
C -3.7396 4.5678 2.7502
C -5.0586 3.8704 2.3223
C -4.6491 2.8955 1.2466
C -5.3658 1.9526 0.5641
C -4.6616 1.0766 -0.2821
C -3.3033 1.1770 -0.5238
P -2.4917 -0.2084 -1.3323
C -2.7410 -0.1674 -3.1221
C -3.8164 0.5025 -3.6958
C -3.9905 0.4784 -5.0718
C -3.0934 -0.2102 -5.8757
C -2.0147 -0.8729 -5.3064
C -1.8395 -0.8526 -3.9326
C -3.3416 -1.6769 -0.7149
C -3.2948 -1.9131 0.6615
C -3.8746 -3.0612 1.1737
C -4.4939 -3.9723 0.3237
C -4.5351 -3.7365 -1.0423
C -3.9540 -2.5883 -1.5673
C -2.5539 2.2111 0.1128
C -3.2653 3.0012 1.0226
H 0.1031 4.2813 -1.9694
H 1.8699 5.9928 -1.8374
H 4.3482 6.1767 0.0000
H 4.8782 5.9368 -1.6515
H 5.9604 4.6120 0.7357
H 6.4595 4.3377 -0.9202
H 6.2911 1.5887 0.3475
H 4.7301 -0.2704 0.0079
H 3.7286 0.9097 -3.0114
H 3.9673 0.6488 -5.4365
H 2.8389 -1.2093 -6.6123
H 1.4516 -2.8128 -5.3300
H 1.1620 -2.5320 -2.9150
H 3.4761 -3.0535 -1.8601
H 4.5020 -4.8721 -0.5630
H 4.5365 -4.7710 1.9071
H 3.5580 -2.8188 3.0769
H 2.5215 -0.9942 1.7848
H 0.5018 3.4964 0.9173
H -0.8016 4.7440 2.5729
H -3.7784 5.6439 2.5746
H -3.5293 4.4275 3.8108
H -5.7930 4.5843 1.9474
H -5.5253 3.3439 3.1555
H -6.4296 1.8202 0.7110
H -5.2081 0.2508 -0.7233
H -4.5078 1.0584 -3.0751
H -4.8250 1.0040 -5.5167
H -3.2300 -0.2217 -6.9491
H -1.3039 -1.3978 -5.9317
H -0.9924 -1.3632 -3.4879
H -2.7998 -1.2044 1.3187
H -3.8421 -3.2460 2.2397
H -4.9496 -4.8662 0.7301
H -5.0236 -4.4416 -1.7021
H -3.9811 -2.4062 -2.6344
C 0.6734 -1.3207 8.1585
C 0.4606 -1.0314 6.6977
C 0.7101 -1.9941 5.7289
C 0.5134 -1.7204 4.3798
C 0.0584 -0.4721 3.9947
C -0.2013 0.5043 4.9500
C 0.0007 0.2213 6.2871
S -0.1640 -0.0716 2.2851
O -1.5053 0.4807 2.1637
O 0.9014 0.8678 1.9373
O -0.0104 -1.3460 1.5587
H 1.0462 -2.3323 8.3112
H -0.2588 -1.2156 8.7158
H 1.3928 -0.6249 8.5927
H 1.0596 -2.9745 6.0308
H 0.7017 -2.4732 3.6256
H -0.5630 1.4753 4.6363
H -0.2030 0.9819 7.0320
C 0.1576 -4.1876 0.5130
C -0.2752 -3.7275 -0.8358
C -0.4613 -4.7584 -1.9066
O -0.5539 -2.5600 -1.0944
H -0.6688 -4.7718 0.9320
H 0.3623 -3.3436 1.1601
H 1.0160 -4.8563 0.4336
H -1.2622 -5.4372 -1.6038
H 0.4428 -5.3620 -2.0071
H -0.7226 -4.2909 -2.8531

# C18H51BrNO18P4S

A structure of composition C18H51BrNO18P4S (ωB97M-V with the def2-TZVPD basis set, the OMol25 dataset).

Charge ... +1
Gap between HOMO and LUMO ... 6.6 eV
Spin multiplicity ... 1

Atoms and positions in Å:
O -6.3457 1.6336 0.9801
C -5.1192 0.9228 0.8789
C -4.6563 0.2700 2.2061
C -5.7895 -0.2468 3.0733
N -5.7893 0.2755 4.4970
S -6.7723 -0.8809 5.4840
Br -4.0825 0.1705 5.3164
C -6.4524 1.6389 4.6530
C -5.6717 2.8394 4.1591
C -4.8194 3.5545 5.2312
O -5.4341 3.5866 6.5002
H -7.0603 1.0055 0.8443
H -5.0978 0.2112 0.0542
H -4.3627 1.6689 0.6466
H -3.9986 0.9842 2.6821
H -4.0551 -0.5836 1.9081
H -6.7874 -0.0695 2.6803
H -5.7080 -1.3264 3.1480
H -7.9332 -0.7827 4.8102
H -6.7561 1.7239 5.6903
H -7.3766 1.5624 4.0827
H -6.4223 3.5637 3.8434
H -5.0557 2.6508 3.2860
H -4.6439 4.5736 4.8969
H -3.8365 3.0814 5.2507
H -5.1081 2.8327 6.9996
C -0.9554 3.9660 2.2897
O -0.9438 3.1013 1.1546
P -0.6433 1.5093 1.3986
O -1.9117 1.1954 2.1313
O 0.6138 1.7411 2.4087
C 1.8300 2.3694 1.9597
O -0.2837 -0.0609 1.1215
C 1.0718 -0.5354 0.9898
H -1.7804 4.6611 2.1435
H -1.0983 3.4174 3.2172
H -0.0268 4.5346 2.3349
H 2.0608 3.1954 2.6298
H 1.7419 2.7526 0.9416
H 2.6445 1.6478 2.0062
H 1.5463 -0.5896 1.9671
H 1.6431 0.1000 0.3171
H 1.0405 -1.5369 0.5681
C 4.0584 -3.7585 1.2148
O 5.1518 -3.4460 2.0917
P 5.7876 -1.9426 1.8703
O 4.6373 -1.1566 2.3729
O 5.8129 -2.1026 0.2406
C 6.6231 -3.1128 -0.3871
O 6.9354 -0.7849 1.8449
C 8.0329 -0.7761 0.9173
H 3.3012 -4.2703 1.8074
H 3.6228 -2.8712 0.7661
H 4.3867 -4.4444 0.4340
H 5.9950 -3.6936 -1.0595
H 7.0771 -3.7840 0.3472
H 7.3973 -2.6367 -0.9756
H 7.6821 -0.4633 -0.0647
H 8.5197 -1.7460 0.8545
H 8.7563 -0.0508 1.2838
C 6.5953 -1.8129 -5.9490
O 7.7000 -1.2656 -5.2200
P 7.4124 -0.5403 -3.8090
O 6.9965 -1.6050 -2.8870
O 6.1286 0.3299 -4.3692
C 6.2510 1.1765 -5.5169
O 7.9130 0.6266 -2.8032
C 7.8440 2.0279 -3.0956
H 6.9319 -2.7620 -6.3585
H 5.7296 -1.9772 -5.3135
H 6.3328 -1.1518 -6.7733
H 5.4688 0.9154 -6.2282
H 7.2213 1.0717 -6.0056
H 6.1100 2.2144 -5.2186
H 6.8178 2.3726 -2.9875
H 8.2232 2.2566 -4.0885
H 8.4646 2.5397 -2.3640
C -2.8897 -1.1389 -2.1079
O -3.5211 -2.3671 -2.4634
P -4.1102 -2.5070 -3.9665
O -2.9490 -2.5411 -4.8540
O -4.8637 -1.0410 -3.9922
C -5.7893 -0.6664 -2.9747
O -5.2471 -3.2932 -4.7913
C -6.6524 -3.0363 -4.6778
H -2.0116 -1.3819 -1.5128
H -2.5854 -0.5655 -2.9799
H -3.5689 -0.5459 -1.4936
H -5.4880 0.2995 -2.5664
H -5.8291 -1.3979 -2.1631
H -6.7831 -0.5586 -3.4081
H -6.9001 -2.1198 -5.2097
H -6.9742 -2.9777 -3.6401
H -7.1700 -3.8661 -5.1520

# C4H7NO2

A cluster of 2 separate species, C4H7NO2 in total (ωB97M-V with the def2-TZVPD basis set, the OMol25 dataset).

Gap between HOMO and LUMO ... 10.1 eV
SMILES ... C#CC(N)=O.CO
Energy above the lowest of the compared OMol25 structures with the same formula, charge and spin ... 2.6416 eV
Spin multiplicity ... 1

Atoms and positions in Å:
C -2.5524 -1.4773 0.3350
O -1.8456 -0.5628 -0.4592
H -0.8990 -0.6572 -0.2560
H -2.4140 -1.2777 1.4042
H -2.2501 -2.5108 0.1307
H -3.6085 -1.3648 0.0903
C 1.5764 0.2627 0.0456
N 2.9028 0.3479 0.2863
C 0.9931 1.4864 -0.4543
C 0.4246 2.4570 -0.8704
O 0.9265 -0.7469 0.2328
H 3.3865 -0.4645 0.6323
H 3.4186 1.1933 0.1184
H -0.0590 3.3149 -1.2356

# C5H13NO

A structure of composition C5H13NO (ωB97M-V with the def2-TZVPD basis set, the OMol25 dataset).

Gap between HOMO and LUMO ... 8.2 eV
Energy above the lowest of the compared OMol25 structures with the same formula, charge and spin ... 7.3287 eV
Spin multiplicity ... 1

Atoms and positions in Å:
C -0.0665 0.1502 -0.8512
C -0.1874 0.2686 0.5387
C -1.9938 0.6536 -0.5305
C 3.0153 0.4929 0.5678
C -2.8868 -0.5287 -0.2223
N 1.7845 -0.2190 0.2957
O 1.9365 -1.5899 0.7579
H 2.4471 -2.0333 0.0624
H -0.1834 -0.8253 -1.3017
H 0.3113 0.9563 -1.4636
H -0.4560 -0.6069 1.1114
H -0.1205 1.2088 1.0650
H -2.0692 0.9677 -1.5713
H -2.1927 1.5315 0.0816
H 2.8885 1.5322 0.2452
H 3.8772 0.0819 0.0125
H 3.2759 0.4768 1.6362
H -3.9088 -0.3518 -0.5735
H -2.5292 -1.4396 -0.7101
H -2.9418 -0.7260 0.8497

# C16H14BrClN2O7S

An isolated molecule of C16H14BrClN2O7S (ωB97M-V with the def2-TZVPD basis set, the OMol25 dataset).

Gap between HOMO and LUMO ... 9.0 eV
SMILES ... CS(=O)(=O)c1ccc(Cl)c(NC(=O)COC(=O)CNC(=O)c2ccc(Br)o2)c1
Spin multiplicity ... 1

Atoms and positions in Å:
C 1.7411 0.3118 3.7977
H 2.7664 0.1524 4.1081
H 1.2422 1.0023 4.4645
H 1.2108 -0.6289 3.7297
S 1.7646 1.0441 2.1434
O 2.3610 2.3512 2.2182
O 2.3650 0.1018 1.2353
C 0.0351 1.2219 1.7150
C -0.5234 0.2887 0.8706
C -1.8508 0.4105 0.4807
C -2.6149 1.4522 1.0069
C -2.0454 2.3798 1.8729
C -0.7090 2.2744 2.2148
H -0.2352 3.0036 2.8526
H -2.6515 3.1838 2.2593
Cl -4.2623 1.5954 0.5600
N -2.3779 -0.5072 -0.4533
C -2.9968 -1.6475 -0.0685
O -3.4559 -1.8427 1.0300
C -3.1123 -2.6960 -1.1861
H -4.0402 -2.5484 -1.7420
H -3.1211 -3.6804 -0.7078
O -2.0695 -2.6227 -2.1550
C -0.8191 -2.7092 -1.7054
O -0.5129 -2.8634 -0.5542
C 0.1951 -2.5251 -2.8371
N 1.1512 -1.5083 -2.4606
C 0.7047 -0.2556 -2.2012
O -0.4616 0.0698 -2.3900
C 1.7007 0.6782 -1.6879
C 1.5489 1.9816 -1.2758
C 2.8013 2.4009 -0.7914
C 3.6138 1.3124 -0.9353
O 2.9809 0.2765 -1.4849
Br 5.3947 1.0769 -0.5103
H 3.0637 3.3455 -0.3643
H 0.6435 2.5511 -1.3199
H 2.0575 -1.7817 -2.1146
H 0.7181 -3.4635 -3.0190
H -0.3412 -2.2095 -3.7359
H -1.9364 -0.4446 -1.3715
H 0.0774 -0.5324 0.5125

# C8H14

A structure of composition C8H14 (ωB97M-V with the def2-TZVPD basis set, the OMol25 dataset).

Charge ... +1
Gap between HOMO and LUMO (alpha / beta) ... 8.3 / 9.2 eV
⟨S²⟩ ... 0.764
Energy above the lowest of the compared OMol25 structures with the same formula, charge and spin ... 2.7071 eV
Spin multiplicity ... 2

Atoms and positions in Å:
C -0.5702 -1.3674 1.7010
C 0.1750 -0.1477 2.2440
C 1.6091 0.0011 1.6958
C 1.7692 0.7513 0.3619
C 0.9705 0.2570 -0.7220
C -0.1299 0.6717 -1.3374
C -0.7874 -0.0973 -2.3538
C -1.7572 0.3982 -3.2177
H -1.6241 -1.2970 1.9594
H -0.4985 -1.3914 0.6150
H -0.1800 -2.2906 2.1296
H -0.3985 0.7306 1.9056
H 0.2187 -0.0917 3.3219
H 2.1722 0.5930 2.4171
H 2.0763 -0.9755 1.6381
H 1.7194 1.8468 0.4614
H 2.8327 0.6965 0.1182
H -0.6208 1.6033 -1.0375
H -0.3778 -1.0834 -2.5570
H -2.1077 0.0683 -2.1024
H -2.2304 1.3710 -3.3062
H -2.2605 -0.2469 -3.9350

no.,energy (Eh)
1,-233.48751
2,-11249.70623
3,-2018.31830
4,-4222.66688
5,-6462.78692
6,-361.78378
7,-328.04952
8,-4686.73071
9,-312.78205